Entry 1:
This record from OMol25 describes C36H33BrEuF5N6O4S as an isolated structure at a distorted geometry. The level of theory is wB97M-V/def2-TZVPD.

The value obtained for the LUMO energy (spin up / spin down) is 2.02 / 2.02 eV. The calculation puts the maximum force at 1.910 eV/Å. For the gap between HOMO and LUMO (spin up / spin down), the calculation gives 5.00 / 6.69 eV. Its net charge is -1. Its total energy is -6203.1753 a.u. Its spin multiplicity is 8. The calculation puts the HOMO energy (spin up / spin down) at -2.98 / -4.68 eV.

Each line ends with the Löwdin charge.
Positions of all 87 atoms, in Å:
1 Eu -1.621 -0.046 -0.675  1.4927
2 F -4.416 -4.064 -5.152  0.0996
3 C -3.466 -3.210 -4.751  -0.1508
4 C -3.805 -2.029 -4.106  -0.1567
5 F -5.096 -1.767 -3.853  0.1036
6 C -2.816 -1.150 -3.715  -0.2583
7 F -3.211 -0.050 -2.995  -0.0064
8 C -1.452 -1.389 -3.915  -0.5942
9 S -0.221 -0.256 -3.374  0.5208
10 C -1.155 -2.587 -4.562  -0.2572
11 F 0.120 -2.945 -4.789  0.0579
12 C -2.129 -3.487 -4.972  -0.1560
13 F -1.784 -4.623 -5.590  0.1015
14 Br 0.563 -6.713 -2.087  0.7188
15 C -0.209 -5.733 -0.660  -0.6690
16 C -0.023 -6.173 0.640  -0.2087
17 N -0.510 -5.528 1.698  0.0742
18 C -1.191 -4.411 1.457  -0.0914
19 C -1.427 -3.898 0.189  -0.1066
20 C -0.925 -4.579 -0.908  -0.0428
21 C -2.115 -2.567 0.018  -0.6861
22 O -2.314 -1.861 1.027  -0.0574
23 O -2.371 -2.214 -1.164  -0.1329
24 H 0.545 -7.073 0.831  0.0925
25 H -1.568 -3.869 2.313  0.1183
26 H -1.087 -4.189 -1.904  0.1151
27 C -3.972 1.301 0.258  -0.1092
28 C -2.928 1.715 1.335  -0.5999
29 C -2.852 3.242 1.391  -0.0769
30 O -1.675 1.155 1.111  -0.4473
31 H -4.965 1.664 0.524  0.0762
32 H -4.052 0.210 0.165  0.0517
33 H -3.711 1.750 -0.715  0.0565
34 H -3.320 1.371 2.316  0.1181
35 H -2.572 3.643 0.415  0.0607
36 H -2.096 3.550 2.112  0.0550
37 H -3.806 3.690 1.678  0.0656
38 C 2.304 -2.913 -0.216  -0.0520
39 C 1.486 -1.975 -0.829  -0.1485
40 N 0.650 -1.197 -0.132  0.0019
41 C 0.613 -1.305 1.194  -0.1120
42 C 1.407 -2.206 1.897  -0.1942
43 C 2.248 -3.036 1.164  -0.0181
44 C 1.269 -2.388 3.346  -0.0401
45 C 0.813 -1.540 4.263  -0.0315
46 C 0.433 -0.124 4.088  -0.2889
47 C -0.711 0.371 4.698  -0.0005
48 C -0.956 1.722 4.575  -0.1286
49 N -0.145 2.538 3.907  0.0960
50 C 0.894 1.953 3.332  -0.2036
51 N 1.244 0.676 3.394  0.1439
52 H 2.939 -3.545 -0.818  0.1051
53 H 1.448 -1.831 -1.906  0.0586
54 H -0.119 -0.674 1.697  0.0912
55 H 2.838 -3.785 1.674  0.1160
56 H 1.535 -3.378 3.700  0.1107
57 H 0.702 -1.920 5.271  0.1074
58 H -1.380 -0.277 5.246  0.1132
59 H -1.827 2.170 5.032  0.1080
60 H 1.549 2.596 2.760  0.0962
61 C 3.399 0.909 0.383  -0.0630
62 C 3.223 1.867 -0.784  -0.1851
63 N 3.190 3.265 -0.352  -0.0506
64 C 4.410 3.798 0.234  -0.2125
65 C 4.332 3.966 1.741  -0.0735
66 C 2.212 4.164 -0.628  -0.4243
67 O 2.350 5.346 -0.360  0.0585
68 C 0.993 3.707 -1.365  -0.1146
69 C 0.657 4.376 -2.535  0.0023
70 C -0.487 4.004 -3.219  -0.0419
71 C -1.249 2.971 -2.699  -0.1558
72 N -0.949 2.353 -1.558  -0.0269
73 C 0.144 2.716 -0.893  -0.1005
74 H 3.399 -0.122 0.032  0.0634
75 H 2.596 1.012 1.112  0.0534
76 H 4.341 1.076 0.901  0.0691
77 H 2.311 1.638 -1.329  0.1050
78 H 4.048 1.757 -1.498  0.1235
79 H 4.613 4.764 -0.237  0.1179
80 H 5.218 3.114 -0.036  0.1156
81 H 3.561 4.687 1.999  0.0743
82 H 5.281 4.329 2.130  0.0703
83 H 4.107 3.020 2.230  0.0577
84 H 1.287 5.178 -2.891  0.1201
85 H -0.780 4.483 -4.139  0.1019
86 H -2.128 2.606 -3.219  0.1050
87 H 0.316 2.205 0.052  0.1098

Entry 2:
This record from OMol25 describes C2H7NO4P2S2 as an isolated structure at a distorted geometry. The level of theory is wB97M-V/def2-TZVPD.

The value obtained for the LUMO energy is 5.54 eV. The calculation puts the maximum force at 2.832 eV/Å. For the gap between HOMO and LUMO, the calculation gives 6.41 eV. Its net charge is -2. Its total energy is -1915.3678 a.u. The calculation puts the HOMO energy at -0.87 eV.

Each line ends with the natural charge from an NBO analysis.
Positions of all 18 atoms, in Å:
1 C -0.481 -1.797 -0.853  -0.4453
2 C -1.271 1.949 0.343  -0.7460
3 N 0.654 -0.871 -0.962  -1.0046
4 O 4.942 0.388 -0.998  -1.1659
5 O 4.406 -1.019 1.032  -1.0756
6 O 3.324 -1.617 -1.257  -1.1408
7 O 2.589 0.496 0.211  -1.0757
8 P 1.362 -0.496 0.391  1.7966
9 P 3.950 -0.538 -0.430  2.4828
10 S 1.497 -1.851 1.838  -0.7115
11 S -0.448 1.305 1.841  -0.5135
12 H -0.483 -2.331 -1.842  0.1719
13 H -1.361 -1.190 -0.661  0.1831
14 H -0.175 -2.595 -0.032  0.1908
15 H -1.922 2.812 0.652  0.1776
16 H -1.792 1.123 -0.228  0.1832
17 H -0.467 2.271 -0.243  0.2011
18 H 3.492 -1.379 1.457  0.4917

Entry 3:
This record from OMol25 describes one molecule with the formula C3H2Br2O at a distorted geometry. The level of theory is wB97M-V/def2-TZVPD.

The value obtained for the LUMO energy is -0.13 eV. The calculation puts the maximum force at 1.605 eV/Å. For the gap between HOMO and LUMO, the calculation gives 10.08 eV. Its net charge is 0. Its total energy is -5338.6990 a.u. The calculation puts the HOMO energy at -10.21 eV.

Each line ends with the natural charge from an NBO analysis.
Positions of all 8 atoms, in Å:
1 C 1.566 -1.360 -0.010  -0.1198
2 C 0.664 -0.572 -0.003  -0.1148
3 C -0.447 0.333 0.014  0.1820
4 O -0.118 1.587 -0.303  -0.6650
5 Br -1.860 -0.386 -1.262  -0.0129
6 Br -1.289 0.255 1.865  -0.0131
7 H 2.362 -2.044 -0.013  0.2407
8 H -0.879 2.188 -0.287  0.5027

- Among the records above, which one has the lowest total energy?
  C36H33BrEuF5N6O4S